ORCA calculation (ωB97M-V/def2-TZVPD) on a 3-piece molecular cluster, C12H20BrFN3O7 overall in a non-equilibrium geometry.

- calculated total energy (eV) = -104330.6614
- net charge = -1
- HOMO energy (eV) = -4.2
- lowest unoccupied orbital energy (eV) = 2.35
- orbital gap (eV) = 6.5

Last column: natural (NBO) charge in e.
Atoms and positions in Å:
N 1.1595 2.0619 0.8813  -0.854
C 0.1600 1.5734 -0.1230  -0.122
N -0.3281 0.2042 0.2271  -0.517
Br 0.1372 -1.0840 -1.0540  0.166
C -1.7807 0.1545 0.4660  0.518
F -2.0546 -1.1867 0.8909  -0.373
N -2.0836 1.0130 1.6320  -0.591
C -2.9659 1.8681 1.3722  0.902
O -3.4510 2.9024 1.1574  -0.472
C -2.6909 0.4063 -0.8155  0.641
O -2.5110 1.3179 -1.6464  -0.720
O -3.6764 -0.4499 -1.0133  -0.763
H 1.0735 1.4653 1.7104  0.372
H 2.0673 1.8959 0.4264  0.342
H 0.6217 1.5356 -1.1544  0.260
H -0.6965 2.3080 -0.1306  0.202
O 0.4365 0.1937 5.6066  -0.582
C -0.2835 -0.7640 5.4732  0.800
O -0.2210 -1.5022 4.3544  -0.495
C -0.8919 -2.7579 4.1801  -0.064
C -2.3185 -2.5614 3.7102  -0.652
C -1.3293 -1.0941 6.5072  -0.742
H -0.8296 -3.3632 5.0887  0.158
H -0.3327 -3.2956 3.4125  0.201
H -2.9123 -2.0136 4.4453  0.194
H -2.7987 -3.5249 3.5264  0.208
H -2.3390 -1.9778 2.7884  0.274
H -2.2206 -0.4956 6.3190  0.246
H -0.9292 -0.8450 7.4908  0.234
H -1.5957 -2.1485 6.5429  0.213
O 1.4791 1.2551 -2.6467  -0.564
C 2.0457 1.1539 -3.7025  0.813
O 1.3361 1.1243 -4.8453  -0.496
C 1.9122 1.1935 -6.1520  -0.066
C 2.3377 -0.1781 -6.6356  -0.636
C 3.5388 0.9598 -3.7633  -0.742
H 2.7272 1.9206 -6.1839  0.170
H 1.1300 1.5788 -6.8084  0.199
H 3.1115 -0.6078 -5.9969  0.206
H 2.7223 -0.1243 -7.6562  0.210
H 1.4911 -0.8672 -6.6145  0.226
H 3.7688 -0.0971 -3.6265  0.244
H 3.9920 1.5343 -2.9549  0.244
H 3.9926 1.3184 -4.6854  0.209



ORCA calculation (ωB97M-V/def2-TZVPD) on one molecule with the formula C3H5NO2.

- calculated total energy (eV) = -8775.7713
- SMILES string = [H]/N=C/OCC=O
- HOMO energy (eV) = -9.8
- relative energy (zero: lowest compared OMol25 entry of this formula, charge and spin) (eV) = 1.923
- lowest unoccupied orbital energy (eV) = 0.97
- orbital gap (eV) = 10.7

Last column: natural (NBO) charge in e.
Atoms and positions in Å:
H 2.3789 0.9047 1.0282  0.354
N 1.5866 0.2699 0.9565  -0.710
C 1.2859 0.0911 -0.2531  0.425
O 0.3654 -0.8289 -0.6650  -0.516
C -0.8396 -0.8548 0.0546  -0.186
C -1.4606 0.5178 -0.1043  0.416
O -0.8012 1.4676 -0.4400  -0.502
H 1.7101 0.5930 -1.1241  0.159
H -0.6780 -1.1110 1.1070  0.226
H -1.5003 -1.6185 -0.3744  0.213
H -2.5444 0.6199 0.0309  0.121



ORCA calculation (ωB97M-V/def2-TZVPD) on C16H27BF2MnN9OS as an isolated structure.

- calculated total energy (eV) = -80752.5733
- multiplicity = 6
- net charge = +1
- HOMO energy (spin up / spin down) (eV) = -10.5 / -10.9
- relative energy (zero: lowest compared OMol25 entry of this formula, charge and spin) (eV) = 0.210
- ⟨S²⟩ = 8.76
- lowest unoccupied orbital energy (spin up / spin down) (eV) = -2.60 / -2.72
- orbital gap (spin up / spin down) (eV) = 7.9 / 8.2

Last column: Mulliken spin population.
Atoms and positions in Å:
Mn 0.9378 0.0411 -0.0782  4.803
N -2.3721 -0.3719 -0.1489  0.008
C -3.1182 0.9127 -0.3943  -0.002
C -2.9739 1.8204 0.8228  -0.005
C -1.6310 2.5490 0.9184  -0.007
N -0.5272 1.6318 1.2966  0.042
C -1.3023 3.2576 -0.3945  0.014
C -1.3506 2.3551 -1.6261  -0.006
N -0.1901 1.4448 -1.6537  0.087
C -2.6700 1.5886 -1.6878  0.007
H -2.9444 -1.0464 0.3580  -0.001
H -1.5500 -0.2046 0.4401  -0.016
H -1.9746 -0.8366 -1.0241  -0.006
H -4.1620 0.6248 -0.5145  0.000
H -3.1729 1.2584 1.7406  -0.001
H -3.7535 2.5823 0.7630  0.000
H -1.7457 3.3130 1.6929  0.003
H -0.7006 1.2343 2.2183  0.004
H 0.3088 2.1971 1.4258  -0.001
H -0.3219 3.7384 -0.3238  -0.008
H -2.0260 4.0649 -0.5305  -0.001
H -1.3264 2.9977 -2.5115  0.001
H 0.6418 1.9794 -1.8922  0.000
H -0.2754 0.7670 -2.4105  -0.009
H -2.6515 0.8619 -2.5037  -0.003
H -3.4514 2.3097 -1.9387  0.000
N -0.0297 -1.5594 0.8206  -0.051
C -0.3751 -2.4027 1.5542  0.088
C -0.7899 -3.3753 2.4190  0.028
C -0.6037 -3.1449 3.8078  0.000
N -0.4176 -2.8942 4.9165  0.006
C -1.4008 -4.5366 1.8767  0.000
N -1.9204 -5.4392 1.3846  0.007
C 0.7063 -3.2288 -2.4562  0.013
S -1.0414 -2.8724 -2.4579  0.000
C -1.3526 -3.1214 -4.1982  0.000
O -1.1479 -1.3624 -2.2569  -0.008
H 0.8386 -4.2880 -2.6752  0.000
H 1.0783 -3.0121 -1.4564  0.005
H 1.2071 -2.6034 -3.1944  0.004
H -1.1127 -4.1533 -4.4517  0.000
H -0.7346 -2.4248 -4.7633  0.000
H -2.4087 -2.9360 -4.3799  0.000
F 2.1727 0.1855 -3.0152  -0.004
B 2.4577 -0.1853 -1.7382  -0.051
F 3.6842 -0.7143 -1.6461  0.002
N 4.9935 2.8496 2.5994  0.000
C 4.2278 1.7366 2.5322  0.003
C 3.1291 1.6403 1.6581  -0.004
N 2.3845 0.5466 1.6097  0.025
C 2.7033 -0.4714 2.4192  0.035
C 3.7824 -0.3599 3.2797  0.002
N 4.5397 0.7243 3.3415  0.005
H 4.9006 3.5948 1.9355  0.000
H 5.8082 2.8254 3.1878  0.000
H 2.8839 2.4543 0.9838  0.001
H 2.0985 -1.3645 2.3800  -0.013
H 4.0419 -1.1780 3.9402  0.000



Here are the calculated M numbers, same order: 417.2; 87.1; 497.3 (g mol⁻¹).